Entry 1:
Here is 10 unconnected molecules or ions with the total composition C27H79N11O10 from OMol25. Energies are from the ωB97M-V functional and the def2-TZVPD basis.

Results
ΔE to the lowest compared entry with this formula, charge and spin (kJ/mol): 283.6
SMILES string: COC[C@H](C)N.COC[C@H](C)N.COC[C@H](C)N.COC[C@H](C)N.COC[C@H](C)N.NC(N)=O.NC(N)=O.NC(N)=O.CCO.CCO
Multiplicity: 1
LUMO level (eV): 0.2
Orbital gap (eV): 8.61

Last column: Löwdin charge in e.
Cartesian coordinates (Å):
H  12.636  1.148  -20.502  0.06
H  9.357  2.538  -23.935  0.13
C  18.203  4.399  -27.447  -0.07
C  13.478  4.897  -21.517  -0.06
H  16.555  1.862  -20.743  0.04
N  16.414  2.818  -20.447  0.20
C  8.936  2.764  -24.914  -0.41
H  18.044  1.836  -22.397  0.08
C  9.121  4.278  -25.385  -0.16
C  16.414  1.452  -30.634  -0.11
H  12.981  2.148  -26.380  0.07
H  14.581  2.522  -26.730  0.06
H  13.936  -0.573  -18.306  0.11
H  12.208  -0.871  -18.749  0.12
C  17.117  3.476  -27.995  -0.38
O  17.723  4.435  -19.600  0.00
H  16.645  7.530  -22.506  0.07
H  12.540  -0.036  -24.716  0.08
H  18.216  -0.320  -28.381  0.05
C  14.512  -0.051  -27.649  -0.12
C  16.805  -1.086  -21.790  -0.76
C  15.097  5.337  -23.215  -0.23
H  18.039  3.314  -30.058  0.13
H  14.482  6.205  -23.457  0.13
C  16.567  5.560  -23.381  -0.43
N  17.100  5.924  -24.662  0.05
H  18.975  -1.995  -28.408  0.08
C  17.089  3.517  -29.562  -0.15
C  13.174  -0.491  -19.081  -0.31
H  15.470  1.027  -30.977  0.08
C  13.895  1.273  -23.793  -0.35
H  7.643  1.454  -24.679  0.07
H  16.795  1.486  -27.776  0.03
H  12.039  3.113  -29.930  0.12
H  12.776  4.152  -21.891  0.08
H  14.193  1.153  -20.055  0.04
H  19.576  -0.667  -27.426  0.07
C  11.199  0.571  -29.751  -0.01
H  13.641  3.820  -26.135  0.08
H  13.186  5.937  -21.667  0.09
H  14.737  4.589  -23.921  0.11
H  16.991  1.576  -31.551  0.09
H  17.068  4.609  -23.204  0.11
N  18.135  -3.116  -26.571  0.04
H  17.914  -3.745  -27.330  0.08
O  10.470  4.664  -25.480  -0.23
C  11.176  4.692  -24.237  -0.09
C  12.796  0.289  -23.708  -0.07
H  10.601  5.148  -23.431  0.09
N  17.531  2.135  -27.539  0.07
H  15.646  1.489  -24.625  0.04
C  17.768  -1.742  -26.772  -0.44
H  17.902  -1.191  -25.841  0.13
H  13.459  2.190  -29.956  0.11
H  16.089  3.717  -27.723  0.11
H  8.606  4.384  -26.340  0.13
N  7.532  2.438  -24.878  0.01
C  13.222  0.947  -19.605  -0.08
H  15.777  3.362  -21.011  0.09
H  18.387  4.580  -26.388  0.04
H  9.325  0.759  -25.910  0.08
H  7.244  2.569  -25.837  0.06
H  10.507  1.959  -26.201  0.05
O  13.595  -1.233  -20.168  -0.09
H  13.465  2.133  -24.306  0.08
H  20.465  1.920  -24.584  0.13
H  10.473  0.056  -29.121  0.07
C  12.718  2.585  -29.261  -0.20
H  14.274  0.836  -28.237  0.07
H  18.218  6.738  -22.390  0.07
H  11.936  0.613  -23.122  0.08
H  16.792  4.543  -29.776  0.12
H  8.688  4.935  -24.630  0.12
H  12.099  5.266  -24.315  0.08
H  13.022  -0.588  -23.102  0.07
N  19.543  2.126  -24.940  0.20
C  18.671  -1.133  -27.815  -0.06
C  17.142  6.576  -22.328  -0.04
H  18.381  1.385  -19.873  0.09
H  8.882  2.117  -26.959  0.08
H  15.970  -0.696  -23.520  0.08
O  14.852  4.872  -21.941  -0.22
H  17.030  6.367  -21.265  0.06
H  14.071  0.049  -26.658  0.07
H  13.562  4.757  -20.440  0.09
H  14.479  -0.890  -20.321  0.05
H  16.930  5.152  -25.290  0.04
H  19.184  2.716  -19.090  0.12
O  16.015  2.667  -30.014  -0.20
N  16.414  -1.440  -23.000  0.20
H  13.994  4.054  -28.471  0.12
N  18.479  2.380  -19.730  0.16
N  11.889  4.238  -27.895  0.07
O  11.779  1.579  -28.761  -0.26
O  16.763  -0.003  -21.338  0.05
C  9.434  1.833  -26.063  -0.07
O  14.976  0.809  -24.526  -0.09
N  18.844  1.837  -23.014  0.19
H  15.648  -1.908  -26.376  0.11
H  19.282  2.078  -25.915  0.10
H  18.228  5.345  -27.988  0.08
H  17.221  -2.034  -20.082  0.12
H  13.978  -0.872  -28.128  0.09
C  18.483  2.107  -24.253  -0.77
H  11.457  3.677  -23.956  0.07
H  15.893  -2.189  -28.045  0.12
H  10.719  1.076  -30.589  0.08
N  17.061  -2.176  -21.069  0.17
H  17.479  2.122  -26.530  0.02
C  13.130  3.470  -28.152  -0.39
O  17.361  2.265  -24.662  0.04
H  17.665  -3.492  -25.760  0.06
H  19.791  2.087  -22.768  0.12
H  16.766  0.618  -30.027  0.07
C  17.513  3.243  -19.876  -0.75
C  16.275  -1.599  -27.212  -0.13
H  11.725  4.389  -26.910  0.03
O  15.894  -0.222  -27.544  -0.23
H  19.170  3.931  -27.628  0.07
H  11.216  3.572  -28.249  0.05
H  13.041  1.759  -18.901  0.07
H  14.310  1.572  -22.830  0.11
H  16.896  -3.076  -21.497  0.11
C  13.583  2.955  -26.797  -0.07
H  18.101  5.992  -24.541  0.07
H  16.530  -2.320  -23.483  0.11
H  12.025  -0.126  -29.888  0.07

=====

Entry 2:
Here is a molecular structure, C27H34AsN5O2Pt from OMol25. Energies are from the ωB97M-V functional and the def2-TZVPD basis.

Results
Multiplicity: 5
Total charge: +4
LUMO level (spin up / spin down) (eV): -11.2 / -15.5
Orbital gap (spin up / spin down) (eV): 7.81 / 3.44

Last column: Mulliken spin population.
Cartesian coordinates (Å):
C  -2.927  -1.439  1.721  -0.01
H  3.758  5.005  3.476  0.00
C  3.330  4.030  3.307  0.00
N  -3.912  -2.251  1.317  0.02
H  -3.362  5.700  3.531  0.00
C  2.015  3.764  3.698  0.17
C  5.585  0.660  1.530  0.09
C  1.848  -2.712  3.924  0.20
C  3.540  1.769  2.495  0.08
H  3.463  -2.555  1.002  0.00
H  -2.092  6.536  1.514  0.00
C  1.638  -1.340  4.040  0.06
C  -2.487  5.668  0.976  0.00
H  -3.808  -1.598  -0.671  0.00
H  -4.081  -3.478  3.030  0.00
H  -4.099  -3.343  -0.443  0.00
H  -1.772  -0.659  3.315  0.01
H  6.193  1.537  1.708  0.00
C  -2.075  3.474  1.793  -0.01
N  -1.460  2.481  1.728  0.11
H  1.362  0.340  5.370  0.05
H  3.093  1.935  -2.615  0.00
H  3.623  1.870  -0.974  0.00
H  -1.177  1.600  -1.228  0.00
H  -5.464  -2.434  2.704  0.00
C  4.224  0.657  1.906  0.14
H  -0.609  -0.120  -1.242  0.00
H  2.343  -4.505  4.989  0.00
As  1.619  -0.265  2.371  0.17
H  -3.678  3.954  3.656  0.00
O  -2.323  -0.712  0.892  0.10
C  -4.311  -2.341  -0.058  0.00
H  2.291  -3.412  7.198  0.01
H  0.422  2.317  3.774  0.02
C  4.026  -1.643  1.156  0.05
C  1.581  -0.717  5.281  0.19
N  -2.709  4.577  1.901  0.01
C  -0.640  0.828  -1.805  0.02
H  -5.179  -3.846  1.693  0.00
O  1.483  1.115  -0.006  0.07
H  5.111  3.257  2.439  0.00
C  -2.565  -1.399  3.173  0.00
H  5.837  -2.510  0.379  0.00
C  1.674  1.368  -1.232  -0.01
C  4.091  3.045  2.717  0.10
N  0.694  1.260  -2.136  0.01
H  -2.214  -2.370  3.519  0.00
Pt  -0.561  0.716  1.097  1.47
C  6.146  -0.460  0.954  0.01
H  0.884  1.487  -3.102  0.00
H  -1.787  5.392  0.191  0.00
H  7.177  -0.442  0.628  0.01
N  2.884  1.748  -1.647  0.00
H  1.436  4.532  4.187  0.00
H  -3.436  5.976  0.525  0.00
H  -1.204  0.657  -2.719  0.00
H  1.813  -3.207  2.959  0.02
C  2.136  -3.448  5.065  0.23
H  1.908  -0.982  7.380  -0.01
C  -3.647  4.804  2.977  0.00
H  -5.393  -2.207  -0.141  0.00
C  5.382  -1.618  0.789  0.18
H  -3.416  -1.120  3.793  0.00
H  -4.647  4.988  2.573  0.00
C  1.878  -1.463  6.414  0.25
C  -4.683  -3.042  2.235  0.00
C  1.446  2.507  3.471  0.02
C  3.447  -0.525  1.709  0.10
C  2.193  1.513  2.879  0.07
C  2.134  -2.823  6.304  0.00

=====

Entry 3:
Here is 3 unconnected molecules or ions with the total composition C18H27F16N3O3P from OMol25. Energies are from the ωB97M-V functional and the def2-TZVPD basis.

Results
ΔE to the lowest compared entry with this formula, charge and spin (kJ/mol): 352.0
Multiplicity: 1
Total charge: +1
LUMO level (eV): -3.4
Orbital gap (eV): 9.20

Last column: Löwdin charge in e.
Cartesian coordinates (Å):
C  3.133  -1.195  6.978  -0.27
C  2.211  -0.363  7.879  -0.51
H  -0.159  -5.220  -2.620  0.11
H  -0.961  0.939  -1.011  0.00
F  2.656  -0.433  9.150  0.16
F  -0.357  0.185  3.772  0.07
C  -0.213  0.234  5.127  -0.29
H  3.830  -1.947  -2.374  0.14
H  1.487  -6.875  -2.232  0.11
H  1.695  -1.862  1.620  0.13
H  -5.545  4.748  -2.895  0.14
C  0.992  1.572  7.024  -0.04
O  2.208  1.010  7.542  0.04
C  2.714  -2.222  -2.435  -0.04
C  -2.695  2.096  -3.633  -0.31
H  0.282  -3.451  -2.213  0.08
C  -3.579  2.941  -2.706  -0.51
P  0.909  0.527  -2.036  0.83
F  -3.742  4.802  -5.652  0.13
F  0.265  -0.965  5.494  0.10
O  3.323  -4.093  -3.859  0.04
H  2.043  1.419  -1.912  0.06
H  0.247  -4.673  -0.857  0.10
H  3.114  -6.491  -3.002  0.11
H  4.176  -0.899  7.114  0.18
F  -3.163  2.781  -1.428  0.13
H  2.296  -1.626  -3.305  0.10
F  -4.872  2.569  -2.722  0.14
O  -3.488  4.324  -2.975  0.03
F  3.018  -2.512  7.263  0.10
C  2.090  -1.875  -1.002  -0.29
H  1.787  -2.811  -0.406  0.15
N  -0.449  1.359  -1.802  -0.25
C  0.495  -4.550  -1.976  -0.09
C  -5.907  3.826  -5.468  -0.30
C  2.319  -0.971  1.260  -0.11
F  -2.965  2.322  -4.935  0.09
N  0.999  -0.846  -0.881  -0.19
H  0.131  1.305  7.643  0.15
F  1.882  1.334  4.849  0.11
H  1.465  -6.046  -3.859  0.11
H  0.228  0.101  1.060  0.14
F  2.830  -1.051  5.668  0.08
N  1.968  -4.813  -2.113  -0.16
H  -6.901  3.993  -5.044  0.17
C  3.256  -1.288  -0.028  -0.10
F  -5.514  2.579  -5.152  0.09
H  -1.640  2.315  -3.468  0.12
C  -4.927  4.907  -5.004  -0.44
H  4.059  -2.070  0.155  0.15
H  2.742  -0.258  2.037  0.13
H  3.550  -0.269  -0.439  0.12
H  1.709  0.875  0.299  0.11
C  -4.657  4.989  -3.485  -0.04
H  -4.464  6.043  -3.274  0.15
H  1.120  2.646  7.180  0.15
H  0.847  -0.001  -3.371  0.04
H  0.066  -1.289  -0.740  0.18
C  0.703  1.397  5.517  -0.43
F  -2.897  0.771  -3.416  0.07
H  -1.209  0.357  5.561  0.18
F  -6.029  3.853  -6.820  0.10
C  1.173  -0.120  0.459  -0.18
F  0.944  -0.817  7.905  0.14
C  2.663  -3.759  -2.839  -0.37
F  0.098  2.547  5.097  0.11
F  -5.448  6.113  -5.374  0.11
C  2.052  -6.115  -2.889  -0.08

=====

Entry 4:
Here is a molecular structure, C22H20N7ReS2 from OMol25. Energies are from the ωB97M-V functional and the def2-TZVPD basis.

Results
Multiplicity: 2
Total charge: +3
LUMO level (spin up / spin down) (eV): -11.2 / -11.3
Orbital gap (spin up / spin down) (eV): 5.42 / 5.29

Last column: Mulliken spin population.
Cartesian coordinates (Å):
C  2.944  -0.138  0.423  0.02
C  4.282  -0.362  0.976  0.00
C  1.168  1.606  -2.254  0.01
H  6.304  -2.812  2.139  0.00
H  4.023  -2.483  1.274  0.00
C  -2.877  0.012  -1.609  -0.01
H  -0.215  -1.215  4.647  0.00
H  1.887  2.578  -4.008  0.00
Re  -0.055  0.115  0.046  0.75
N  -0.500  -1.740  -0.791  -0.01
H  4.266  1.970  -3.529  0.00
H  7.068  1.388  1.783  0.00
C  -1.667  -2.180  -1.347  0.01
C  -4.372  -0.647  -3.092  -0.01
H  7.817  -0.882  2.413  0.00
H  -2.937  -3.847  -1.786  0.00
H  -5.458  1.704  -2.870  0.00
H  1.350  -2.361  -0.086  0.00
S  -1.990  1.080  -0.593  0.11
H  -1.273  -5.538  -1.161  0.00
N  1.870  -1.088  2.200  0.00
H  -4.821  1.978  -1.236  0.00
H  0.129  1.843  -2.429  -0.01
C  3.473  1.674  -2.855  0.02
N  -3.944  0.398  -2.306  0.03
H  -3.866  2.468  -2.669  0.00
C  -1.964  -3.533  -1.445  0.01
C  5.145  0.731  1.117  0.00
C  4.694  -1.638  1.365  0.00
N  -2.618  -1.291  -1.907  0.00
H  1.409  -1.812  4.583  0.00
H  0.995  -4.752  -0.377  0.00
C  -1.031  -4.486  -1.087  0.01
C  2.749  0.592  -0.847  0.00
H  -3.550  -2.663  -3.322  0.00
C  0.779  -0.931  2.878  0.01
C  5.972  -1.822  1.859  0.00
S  -0.613  0.000  2.201  0.02
N  1.447  0.890  -1.141  0.04
C  3.770  0.956  -1.699  -0.01
H  4.820  1.730  0.851  0.00
C  2.156  2.011  -3.128  -0.01
C  0.418  -2.715  -0.489  0.03
C  6.408  0.542  1.649  0.00
H  -5.211  -0.551  -3.760  0.00
C  6.825  -0.734  2.008  0.00
N  1.819  -0.491  0.971  -0.05
C  0.210  -4.058  -0.641  0.00
C  -3.559  -1.694  -2.862  0.03
N  0.624  -1.381  4.114  0.00
H  4.786  0.681  -1.456  0.00
C  -4.559  1.734  -2.263  0.00

=====

no.,F_max (eV/Å)
1,6.947
2,2.539
3,4.899
4,0.449